The following is a DFT calculation (wB97M-V/def2-TZVPD) of a 2-piece molecular cluster, C8H15N2 overall.

## Properties
Total charge ... +1
Total energy ... -422.84773 Eh
Largest force on an atom ... 0.091 hartree/bohr
Molar mass ... 139.22 g mol⁻¹
Multiplicity ... 1
E_HOMO (alpha / beta) ... -12.11 / -12.10 eV

The geometry in XYZ format:
```
25
Properties=species:S:1:pos:R:3:forces:R:3
C -2.592264 -0.764172 0.040065 2.338 3.063 0.411
C -1.213025 0.947954 1.076548 0.827 -1.480 -1.102
C -0.111810 -0.600904 -0.583048 -0.363 3.195 2.744
C -2.660650 1.136261 1.227495 -1.324 2.306 0.377
C -1.140425 -0.163038 0.127639 -0.629 -1.545 -1.875
C 2.701008 -0.275565 -0.345207 -0.147 -0.673 1.348
C -2.907207 -1.907941 -0.757249 -0.274 -2.033 -0.494
C 2.906263 0.606099 0.872169 0.200 -3.163 -1.357
N -3.371817 0.004515 0.667359 -0.891 0.001 0.309
N 3.506488 0.252010 -1.466156 1.442 -0.408 -1.563
H -0.688820 1.794189 0.759854 0.836 1.391 -0.497
H -0.707358 0.519662 1.899396 0.270 0.027 1.716
H 0.895002 -0.198803 -0.450586 0.016 0.302 -0.092
H -0.171644 -1.381004 -1.178823 -0.148 -3.697 -2.854
H -2.772849 1.273250 2.293720 -1.251 0.000 0.249
H -2.981099 2.117783 0.707992 0.150 -1.622 0.788
H -2.648327 -1.885982 -1.805691 0.026 0.803 -0.421
H -3.926474 -2.264781 -0.682229 -0.203 0.206 0.198
H -2.253353 -2.694334 -0.424103 0.204 -0.771 0.411
H 2.400264 1.511105 0.845007 -0.863 2.096 -0.185
H 3.980625 0.750994 0.743330 0.283 0.324 1.255
H 2.550286 0.031435 1.753657 0.654 0.442 -0.469
H 4.330848 0.744741 -1.070888 0.030 -0.335 -0.599
H 3.072327 0.950356 -2.066269 -0.712 0.439 -0.007
H 3.804009 -0.503833 -2.183971 -0.471 1.130 1.709
```
Forces are in eV/Å.

Löwdin population analysis, charges in e, atoms 1 to 4: atom 1 (C): -0.298, atom 2 (C): -0.171, atom 3 (C): 0.075, atom 4 (C): -0.212